Molecular formula: H2N5O
Method: DFT, the ωB97M-V functional and the def2-TZVPD basis

Highest occupied orbital energy in eV: -17.4
2S+1: 1
SMILES: O=[n+]1[nH]nn[nH]1
LUMO level in eV: -6.6
Total charge: +1
Energy relative to the best compared isomer or geometry (same formula, charge and spin) in kJ/mol: 280.60
M in g/mol: 88.05

Element x y z (Å)
O (-1.211479, -1.038446, -1.063364)
N (-0.359610, -0.429986, -0.467050)
N (-0.695389, 0.077076, 0.767759)
N (0.202810, 0.928482, 1.172034)
N (1.172892, 1.014132, 0.495491)
N (0.859854, 0.001166, -0.813268)
H (-1.474001, -0.171294, 1.391301)
H (1.504921, -0.381130, -1.482903)

Cartesian forces (eV/Å) of the 3 atoms listed first:
1.4 0.0 0.1
-0.4 -0.7 -1.3
0.4 0.5 -0.1

What are the Löwdin partial charges on each atom? They are as follows, in elementary charge units: 0.19 -0.22 0.14 0.04 0.22 0.24 0.22 0.18